[1]
Molecular formula: H18O9
Method: DFT, ωB97M-V/def2-TZVPD

CARTESIAN COORDINATES (ANGSTROEM)
1 O 1.51 1.32 1.35
2 H 0.84 0.80 0.90
3 H 2.16 1.52 0.68
4 O -0.38 -0.47 -0.08
5 H -0.64 0.22 0.53
6 H 0.11 -0.01 -0.77
7 O -2.40 -0.21 0.70
8 H -3.05 -0.91 0.68
9 H -1.86 -0.35 -0.08
10 O -0.79 1.27 1.96
11 H -0.57 1.86 2.67
12 H -1.40 0.64 2.35
13 O -1.53 2.54 0.53
14 H -0.91 2.16 1.16
15 H -1.10 3.35 0.25
16 O 1.20 0.66 -1.78
17 H 1.68 0.16 -1.13
18 H 1.68 0.52 -2.60
19 O 2.15 -0.46 -0.34
20 H 3.05 -0.60 -0.06
21 H 1.89 -1.27 -0.78
22 O -0.24 -2.66 0.14
23 H -1.11 -3.06 0.24
24 H -0.43 -1.74 -0.08
25 O -0.19 -1.47 -2.28
26 H 0.76 -1.45 -2.22
27 H -0.43 -2.35 -1.97

The spin multiplicity is 1. For the highest occupied orbital energy, the calculation gives -9.82 eV. The calculation puts the LUMO energy at -0.10 eV. The calculation puts the frontier orbital gap at 9.72 eV. For the maximum force, the calculation gives 8.358 eV/Å.

These are the natural (NBO) partial charges, in e, on atoms 1 to 5: atom 1 (O): -0.942, atom 2 (H): 0.474, atom 3 (H): 0.458, atom 4 (O): -0.956, atom 5 (H): 0.512

=====

[2]
Molecular formula: C7H19N2O2
Method: DFT, ωB97M-V/def2-TZVPD

CARTESIAN COORDINATES (ANGSTROEM)
1 C -1.88 0.97 -1.18
2 C -2.00 1.47 1.31
3 C 1.84 1.82 0.54
4 C 2.16 0.07 -1.14
5 C -1.10 -2.47 -0.74
6 C 1.02 -1.79 1.45
7 C -0.43 -0.35 0.36
8 N -1.42 0.62 0.24
9 N 1.16 0.82 -0.34
10 O -0.37 -1.22 -0.63
11 O 0.09 -0.71 1.53
12 H -2.05 2.08 -1.38
13 H -1.13 0.62 -1.89
14 H -2.82 0.35 -1.35
15 H -1.76 1.02 2.31
16 H -1.51 2.48 1.29
17 H -3.10 1.56 1.21
18 H 2.70 1.42 1.13
19 H 2.08 2.62 -0.25
20 H 0.93 2.17 1.11
21 H 1.93 0.33 -2.22
22 H 3.16 0.38 -1.02
23 H 2.05 -0.98 -1.10
24 H -1.15 -2.67 -1.83
25 H -2.15 -2.56 -0.36
26 H -0.63 -3.33 -0.37
27 H 1.26 -2.02 2.39
28 H 1.96 -1.36 0.89
29 H 0.50 -2.69 1.02
30 H 0.68 1.35 -0.98

The spin multiplicity is 1. For the highest occupied orbital energy, the calculation gives -13.04 eV. The calculation puts the LUMO energy at -2.42 eV. The calculation puts the frontier orbital gap at 10.62 eV. As for the total charge: +1. For the maximum force, the calculation gives 4.660 eV/Å.

These are the natural (NBO) partial charges, in e, on atoms 1 to 5: atom 1 (C): -0.434, atom 2 (C): -0.419, atom 3 (C): -0.426, atom 4 (C): -0.440, atom 5 (C): -0.273

=====

[3]
Molecular formula: C38H44AsF6N6O6
Method: DFT, ωB97M-V/def2-TZVPD

CARTESIAN COORDINATES (ANGSTROEM)
1 C -3.07 0.53 -2.58
2 N -3.39 0.46 -1.15
3 C -4.22 -0.48 -0.68
4 C -4.49 -0.56 0.67
5 C -3.99 0.37 1.55
6 C -3.24 1.44 1.00
7 C -2.96 1.43 -0.34
8 C -4.19 0.21 2.99
9 C -4.07 -1.09 3.51
10 C -4.33 -1.31 4.85
11 N -4.66 -0.26 5.63
12 C -4.74 0.99 5.17
13 C -4.53 1.26 3.82
14 C -4.86 -0.52 7.06
15 H -3.94 0.15 -3.11
16 H -2.15 0.04 -2.89
17 H -2.86 1.56 -2.85
18 H -4.39 -1.32 -1.34
19 H -5.09 -1.42 0.94
20 H -2.78 2.24 1.56
21 H -2.28 2.14 -0.80
22 H -3.85 -1.94 2.88
23 H -4.29 -2.30 5.29
24 H -4.85 1.74 5.94
25 H -4.65 2.26 3.45
26 H -5.90 -0.61 7.35
27 H -4.33 0.21 7.67
28 H -4.34 -1.44 7.37
29 C 3.64 -2.29 0.17
30 N 2.64 -3.03 -0.62
31 C 2.18 -2.43 -1.75
32 C 1.03 -2.85 -2.41
33 C 0.50 -4.06 -1.98
34 C 1.02 -4.78 -0.92
35 C 2.04 -4.17 -0.24
36 C -0.67 -4.58 -2.71
37 C -0.76 -5.92 -3.10
38 C -1.84 -6.37 -3.81
39 N -2.84 -5.52 -4.15
40 C -2.82 -4.25 -3.76
41 C -1.78 -3.75 -2.97
42 C -3.98 -5.97 -4.94
43 H 4.25 -2.91 0.83
44 H 3.11 -1.66 0.89
45 H 4.27 -1.69 -0.49
46 H 2.72 -1.53 -2.02
47 H 0.76 -2.26 -3.27
48 H 0.65 -5.74 -0.61
49 H 2.48 -4.62 0.64
50 H 0.13 -6.50 -2.90
51 H -1.94 -7.34 -4.26
52 H -3.69 -3.69 -4.07
53 H -1.87 -2.73 -2.61
54 H -3.95 -7.03 -5.20
55 H -3.98 -5.35 -5.84
56 H -4.89 -5.76 -4.38
57 C 7.64 3.07 -4.47
58 N 6.58 3.46 -3.50
59 C 5.93 2.42 -2.88
60 C 5.12 2.75 -1.81
61 C 4.86 4.10 -1.52
62 C 5.50 5.12 -2.19
63 C 6.46 4.74 -3.14
64 C 3.93 4.41 -0.36
65 C 4.15 5.47 0.51
66 C 3.18 5.82 1.44
67 N 2.08 5.11 1.57
68 C 1.82 4.04 0.78
69 C 2.70 3.68 -0.20
70 C 1.05 5.60 2.54
71 H 7.33 3.37 -5.47
72 H 7.64 1.99 -4.57
73 H 8.54 3.56 -4.12
74 H 6.07 1.45 -3.34
75 H 4.57 1.99 -1.27
76 H 5.29 6.15 -1.95
77 H 7.04 5.47 -3.69
78 H 5.03 6.09 0.41
79 H 3.36 6.60 2.16
80 H 0.87 3.56 0.98
81 H 2.51 2.79 -0.79
82 H 1.49 6.13 3.39
83 H 0.34 4.82 2.82
84 H 0.56 6.44 2.04
85 As -0.12 0.63 4.03
86 F 0.78 0.81 5.53
87 F -0.16 -1.18 4.11
88 F -1.10 0.30 2.53
89 F -0.08 2.38 3.66
90 F 1.39 0.38 3.13
91 F -1.59 0.77 5.02
92 O 0.41 1.29 0.37
93 C 0.57 0.57 -0.77
94 O 1.45 0.82 -1.61
95 O -0.30 -0.34 -1.01
96 H -0.20 0.70 0.85
97 O -1.90 -2.25 -0.01
98 C -1.40 -2.63 1.19
99 O -0.14 -2.62 1.44
100 O -2.05 -3.02 2.17
101 H -1.17 -1.82 -0.50

The spin multiplicity is 1. For the highest occupied orbital energy, the calculation gives -11.42 eV. The calculation puts the LUMO energy at -8.08 eV. The calculation puts the frontier orbital gap at 3.34 eV. As for the total charge: +3. For the maximum force, the calculation gives 6.578 eV/Å.

These are the Löwdin partial charges, in e, on atoms 1 to 5: atom 1 (C): 0.024, atom 2 (N): -0.068, atom 3 (C): 0.006, atom 4 (C): 0.048, atom 5 (C): -0.109

=====

[4]
Molecular formula: C6H13N
Method: DFT, ωB97M-V/def2-TZVPD

CARTESIAN COORDINATES (ANGSTROEM)
1 C -1.56 1.28 -0.50
2 C -0.03 0.72 -0.43
3 C 0.97 1.86 -0.27
4 C -0.03 -0.22 0.74
5 C -0.99 -1.36 0.64
6 C 0.64 -1.55 0.69
7 N 1.23 -2.12 -0.49
8 H -1.57 2.02 -1.31
9 H -2.33 0.55 -0.75
10 H -1.80 1.81 0.43
11 H 0.15 0.20 -1.38
12 H 2.00 1.50 -0.36
13 H 0.87 2.34 0.71
14 H 0.80 2.63 -1.03
15 H -0.02 0.29 1.70
16 H -1.42 -1.66 -0.31
17 H -1.55 -1.67 1.52
18 H 1.09 -1.90 1.62
19 H 1.50 -3.10 -0.39
20 H 2.04 -1.61 -0.85

The spin multiplicity is 1. For the highest occupied orbital energy, the calculation gives -8.56 eV. The calculation puts the LUMO energy at 1.14 eV. The calculation puts the frontier orbital gap at 9.69 eV. Its SMILES is CC(C)[C@H]1C[C@H]1N. For the maximum force, the calculation gives 2.734 eV/Å.

These are the natural (NBO) partial charges, in e, on atoms 1 to 5: atom 1 (C): -0.603, atom 2 (C): -0.210, atom 3 (C): -0.606, atom 4 (C): -0.244, atom 5 (C): -0.433

=====

[5]
Molecular formula: C16H22BFeI2N7
Method: DFT, ωB97M-V/def2-TZVPD

CARTESIAN COORDINATES (ANGSTROEM)
1 Fe 0.12 0.41 -1.67
2 C 3.75 0.52 -2.52
3 C 3.26 0.17 -1.16
4 C 4.13 -0.16 -0.08
5 C 3.33 -0.41 0.99
6 C 3.64 -0.80 2.39
7 N 2.04 -0.23 0.57
8 N 2.00 0.13 -0.77
9 B 0.84 -0.37 1.30
10 N -1.26 -1.26 0.31
11 N -0.72 -1.29 -0.95
12 C -1.30 -2.31 -1.57
13 C -0.97 -2.66 -2.98
14 C -2.20 -2.95 -0.70
15 C -2.16 -2.25 0.48
16 C -2.85 -2.48 1.78
17 N -1.16 1.05 0.90
18 N -0.59 1.63 -0.20
19 C -1.06 2.87 -0.25
20 C -0.67 3.82 -1.33
21 C -1.92 3.09 0.84
22 C -1.96 1.92 1.55
23 C -2.67 1.56 2.81
24 H 4.83 0.47 -2.54
25 H 3.44 1.52 -2.81
26 H 3.36 -0.18 -3.27
27 H 5.20 -0.20 -0.12
28 H 4.72 -0.88 2.52
29 H 3.19 -1.76 2.64
30 H 3.27 -0.06 3.10
31 H -0.26 -0.84 3.29
32 H -0.26 -1.95 -3.41
33 H -1.87 -2.65 -3.60
34 H -0.54 -3.66 -3.03
35 H -2.80 -3.81 -0.92
36 H -3.61 -3.25 1.66
37 H -3.35 -1.58 2.13
38 H -2.15 -2.81 2.55
39 H -0.01 3.35 -2.06
40 H -0.15 4.68 -0.90
41 H -1.55 4.19 -1.85
42 H -2.43 4.01 1.08
43 H -3.32 2.37 3.11
44 H -1.96 1.39 3.62
45 H -3.28 0.66 2.69
46 I 0.72 1.02 -4.11
47 I -2.14 0.85 -2.99
48 N 0.02 -0.61 2.35
49 C -0.68 -0.27 1.14

The spin multiplicity is 2. The expectation value of S² is 0.781. For the highest occupied orbital energy (alpha / beta), the calculation gives -10.79 / -11.48 eV. The calculation puts the LUMO energy (alpha / beta) at -2.61 / -4.69 eV. The calculation puts the frontier orbital gap (alpha / beta) at 8.19 / 6.79 eV. As for the total charge: +1. For the maximum force, the calculation gives 0.503 eV/Å.

These are the natural (NBO) partial charges, in e, on atoms 1 to 5: atom 1 (Fe): 0.852, atom 2 (C): -0.660, atom 3 (C): 0.249, atom 4 (C): -0.317, atom 5 (C): 0.256

=====

[6]
Molecular formula: C5H9N2
Method: DFT, ωB97M-V/def2-TZVPD

CARTESIAN COORDINATES (ANGSTROEM)
1 C 2.93 1.73 0.56
2 C -1.86 -0.86 -0.91
3 C -0.69 -1.57 -0.28
4 C -1.15 0.54 -0.42
5 C -0.58 -0.37 0.63
6 N 1.31 0.04 0.97
7 N 1.98 0.91 0.63
8 H 3.68 2.10 -0.06
9 H 3.09 2.18 1.55
10 H -1.93 -0.98 -1.98
11 H -2.78 -1.10 -0.37
12 H -0.96 -2.54 0.20
13 H 0.13 -1.81 -0.97
14 H -0.29 0.66 -1.06
15 H -1.76 1.39 -0.01
16 H -1.15 -0.33 1.55

The spin multiplicity is 1. For the highest occupied orbital energy, the calculation gives -14.19 eV. The calculation puts the LUMO energy at -5.03 eV. The calculation puts the frontier orbital gap at 9.15 eV. As for the total charge: +1. For the maximum force, the calculation gives 3.387 eV/Å.

These are the natural (NBO) partial charges, in e, on atoms 1 to 5: atom 1 (C): -0.221, atom 2 (C): -0.373, atom 3 (C): -0.468, atom 4 (C): -0.445, atom 5 (C): 0.144

=====

[7]
Molecular formula: C39H88F18N5O2P3
Method: DFT, ωB97M-V/def2-TZVPD

CARTESIAN COORDINATES (ANGSTROEM)
1 C 1.20 -20.48 11.71
2 C 1.03 -19.99 10.29
3 O 1.19 -20.65 9.29
4 N 0.66 -18.51 10.25
5 H 1.26 -18.05 10.92
6 H 0.87 -18.19 9.31
7 C -0.87 -18.29 10.42
8 H 1.87 -21.33 11.74
9 H 0.16 -20.72 11.94
10 H 1.58 -19.71 12.39
11 H -1.29 -17.29 10.31
12 H -1.10 -18.66 11.42
13 H -1.25 -18.95 9.65
14 C 4.61 -18.85 17.75
15 C 5.55 -17.77 17.40
16 O 6.32 -17.19 18.26
17 N 5.71 -17.44 15.92
18 H 5.71 -18.20 15.25
19 H 4.98 -16.84 15.56
20 C 7.10 -16.78 15.70
21 H 4.09 -19.45 16.99
22 H 3.83 -18.43 18.38
23 H 5.04 -19.63 18.38
24 H 7.35 -15.82 16.16
25 H 7.26 -16.79 14.62
26 H 7.96 -17.27 16.17
27 C 4.71 -16.43 2.88
28 C 5.83 -15.42 2.85
29 C 5.48 -14.06 3.41
30 C 4.56 -13.97 4.66
31 N 4.29 -12.49 5.17
32 C 3.18 -12.39 6.23
33 C 2.48 -11.05 6.03
34 C 2.55 -10.85 4.53
35 C 3.56 -11.91 3.91
36 C 5.59 -11.66 5.55
37 C 6.48 -12.41 6.45
38 C 7.71 -11.54 6.80
39 H 4.68 -16.91 3.86
40 H 4.84 -17.12 2.04
41 H 3.69 -16.04 2.85
42 H 6.44 -15.44 1.95
43 H 6.49 -15.73 3.66
44 H 4.95 -13.48 2.65
45 H 6.41 -13.56 3.65
46 H 5.03 -14.60 5.42
47 H 3.55 -14.37 4.55
48 H 3.59 -12.67 7.20
49 H 2.44 -13.12 5.91
50 H 2.96 -10.26 6.60
51 H 1.43 -10.86 6.27
52 H 3.02 -9.88 4.36
53 H 1.56 -10.89 4.07
54 H 4.31 -11.52 3.22
55 H 2.98 -12.65 3.35
56 H 5.17 -10.68 5.78
57 H 6.14 -11.58 4.61
58 H 6.88 -13.31 5.96
59 H 6.04 -12.77 7.38
60 H 7.26 -10.70 7.33
61 H 8.14 -11.09 5.91
62 H 8.54 -12.04 7.31
63 C -0.73 -11.21 14.39
64 C 0.22 -10.45 15.40
65 C 1.62 -10.62 14.92
66 C 2.57 -9.83 15.84
67 N 4.06 -9.91 15.42
68 C 4.53 -11.37 15.93
69 C 5.18 -11.16 17.26
70 C 5.93 -9.89 17.07
71 C 4.86 -8.96 16.35
72 C 4.38 -9.68 14.02
73 C 3.80 -8.35 13.35
74 C 4.24 -8.20 11.89
75 H -1.75 -11.23 14.78
76 H -0.46 -12.27 14.36
77 H -0.51 -10.65 13.48
78 H -0.01 -10.77 16.42
79 H -0.06 -9.40 15.34
80 H 1.72 -10.22 13.91
81 H 1.85 -11.69 14.87
82 H 2.52 -10.24 16.85
83 H 2.16 -8.82 15.97
84 H 5.33 -11.77 15.30
85 H 3.65 -12.02 15.93
86 H 5.83 -12.03 17.37
87 H 4.43 -11.25 18.04
88 H 6.83 -10.07 16.48
89 H 6.20 -9.38 17.99
90 H 5.30 -8.17 15.74
91 H 4.21 -8.54 17.12
92 H 3.96 -10.53 13.48
93 H 5.46 -9.68 13.87
94 H 4.34 -7.51 13.79
95 H 2.78 -8.27 13.70
96 H 5.19 -7.84 11.49
97 H 3.54 -7.61 11.30
98 H 4.11 -9.18 11.42
99 C 8.62 -24.40 1.11
100 C 7.67 -25.03 2.13
101 C 6.80 -24.00 2.90
102 C 7.60 -23.15 3.90
103 N 6.79 -22.52 5.09
104 C 6.48 -23.56 6.21
105 C 5.10 -23.27 6.74
106 C 4.35 -22.67 5.52
107 C 5.41 -22.01 4.62
108 C 7.69 -21.36 5.59
109 C 7.23 -20.75 6.92
110 C 8.17 -19.63 7.35
111 H 9.23 -25.09 0.53
112 H 9.25 -23.74 1.70
113 H 8.15 -23.82 0.32
114 H 8.29 -25.54 2.87
115 H 7.08 -25.87 1.78
116 H 6.05 -24.59 3.42
117 H 6.13 -23.56 2.16
118 H 8.04 -22.37 3.27
119 H 8.48 -23.64 4.32
120 H 7.29 -23.41 6.93
121 H 6.51 -24.59 5.84
122 H 5.19 -22.49 7.49
123 H 4.66 -24.06 7.34
124 H 3.38 -22.20 5.69
125 H 3.97 -23.62 5.12
126 H 5.34 -20.92 4.64
127 H 5.20 -22.19 3.56
128 H 7.68 -20.54 4.87
129 H 8.71 -21.74 5.55
130 H 7.16 -21.57 7.63
131 H 6.24 -20.30 6.97
132 H 9.22 -19.89 7.50
133 H 7.82 -19.27 8.32
134 H 8.12 -18.79 6.66
135 P 6.41 -21.45 13.02
136 F 5.43 -20.68 14.11
137 F 5.38 -22.65 12.77
138 F 5.67 -20.59 11.85
139 F 7.48 -22.16 12.04
140 F 7.38 -20.19 13.37
141 F 7.21 -22.30 14.18
142 P -0.10 -17.21 16.46
143 F 1.40 -16.66 16.43
144 F -0.68 -15.89 17.17
145 F -0.35 -16.72 14.93
146 F -1.57 -18.00 16.43
147 F 0.44 -18.56 15.75
148 F 0.05 -17.79 18.01
149 P 3.88 -15.03 11.18
150 F 3.69 -16.65 11.45
151 F 4.87 -15.54 9.96
152 F 2.69 -14.97 10.08
153 F 4.22 -13.43 10.87
154 F 2.76 -14.78 12.32
155 F 5.03 -15.21 12.39

The spin multiplicity is 1. For the highest occupied orbital energy, the calculation gives -12.86 eV. The calculation puts the LUMO energy at -3.85 eV. The calculation puts the frontier orbital gap at 9.00 eV. As for the total charge: +2. For the maximum force, the calculation gives 7.319 eV/Å.

These are the Löwdin partial charges, in e, on atoms 1 to 5: atom 1 (C): 0.053, atom 2 (C): -0.381, atom 3 (O): 0.162, atom 4 (N): 0.112, atom 5 (H): 0.158

=====

[8]
Molecular formula: C19H38O3Sr
Method: DFT, ωB97M-V/def2-TZVPD

CARTESIAN COORDINATES (ANGSTROEM)
1 C 0.82 -4.31 2.69
2 C 0.76 -4.63 1.23
3 C -0.65 -4.58 0.72
4 C -0.89 -3.44 -0.22
5 C -2.22 -3.58 -0.84
6 C -2.79 -2.38 -1.53
7 C -3.35 -1.40 -0.55
8 C -3.42 0.01 -1.06
9 C -2.87 1.01 -0.07
10 C -3.27 2.41 -0.38
11 C -2.63 3.38 0.57
12 C -1.35 3.92 0.02
13 C -0.18 4.07 0.95
14 C 0.25 2.85 1.66
15 C 0.83 1.79 0.78
16 O 1.06 2.27 -0.60
17 C 2.11 2.88 -0.89
18 O 2.12 3.76 -1.55
19 O 3.36 2.39 -0.51
20 C 3.55 1.02 -0.79
21 C 5.02 0.82 -1.49
22 C 6.05 0.54 -0.48
23 H 0.36 -3.38 2.85
24 H 1.82 -4.19 2.96
25 H 0.39 -5.06 3.28
26 H 1.33 -3.89 0.74
27 H 1.19 -5.57 1.05
28 H -1.26 -4.44 1.56
29 H -0.92 -5.49 0.25
30 H -0.13 -3.43 -0.95
31 H -0.79 -2.54 0.35
32 H -2.15 -4.36 -1.55
33 H -2.92 -3.87 -0.10
34 H -2.11 -1.90 -2.18
35 H -3.60 -2.75 -2.08
36 H -2.72 -1.45 0.30
37 H -4.30 -1.71 -0.24
38 H -4.41 0.25 -1.29
39 H -2.81 0.11 -1.91
40 H -3.19 0.76 0.90
41 H -1.82 0.96 -0.17
42 H -4.32 2.51 -0.38
43 H -2.92 2.63 -1.35
44 H -2.52 2.88 1.50
45 H -3.30 4.17 0.72
46 H -1.04 3.39 -0.84
47 H -1.56 4.89 -0.32
48 H 0.62 4.47 0.40
49 H -0.45 4.76 1.69
50 H -0.49 2.42 2.26
51 H 1.01 3.14 2.32
52 H 1.71 1.43 1.20
53 H 0.20 0.96 0.74
54 H 3.58 0.48 0.09
55 H 2.75 0.64 -1.46
56 H 5.33 1.75 -2.02
57 H 5.03 0.02 -2.26
58 H 6.98 0.70 -0.92
59 H 6.02 -0.46 -0.17
60 H 5.95 1.16 0.35
61 Sr 3.15 1.20 -2.99

The spin multiplicity is 1. For the highest occupied orbital energy, the calculation gives -14.51 eV. The calculation puts the LUMO energy at -8.85 eV. The calculation puts the frontier orbital gap at 5.66 eV. As for the total charge: +2. For the maximum force, the calculation gives 11.406 eV/Å.

These are the Löwdin partial charges, in e, on atoms 1 to 5: atom 1 (C): -0.099, atom 2 (C): -0.260, atom 3 (C): -0.213, atom 4 (C): -0.238, atom 5 (C): -0.223